[1]
The following is a DFT calculation (ωB97M-V/def2-TZVPD) of a 9-piece molecular cluster, C30H42O27 overall at a distorted geometry.

XYZ file:
```
99
Properties=species:S:1:pos:R:3:forces:R:3
O -6.24858 0.24448 -3.87808 1.10 -1.19 0.89
C -5.73170 -0.66729 -3.26626 -0.46 1.01 -0.62
C -5.58674 -2.12676 -3.61153 -0.47 0.40 -0.33
C -6.03166 -2.74057 -2.28759 0.77 0.67 -0.62
C -5.39924 -1.75331 -1.28249 -0.09 -0.46 0.61
C -4.14489 -2.24689 -0.55646 0.37 0.04 -0.57
C -2.83801 -1.99924 -1.29082 -0.27 0.16 0.04
O -2.56712 -2.95759 -2.30599 0.34 0.12 -0.17
O -5.19470 -0.53175 -2.00762 -0.50 0.44 -0.28
H -4.53375 -2.28827 -3.81749 0.25 -0.17 0.07
H -6.14242 -2.41640 -4.49199 -0.27 -0.02 -0.02
H -7.10708 -2.65326 -2.21365 -0.28 -0.43 0.00
H -5.67884 -3.75903 -2.23696 -0.19 -0.28 0.46
H -6.12127 -1.50983 -0.50812 -0.21 0.00 0.06
H -4.07307 -1.80904 0.43171 -0.07 0.20 0.17
H -4.25479 -3.32219 -0.43041 -0.04 -0.21 0.30
H -2.00795 -1.98525 -0.59358 0.17 -0.18 0.14
H -2.88482 -1.00732 -1.73225 0.08 0.15 -0.15
H -3.32024 -3.53333 -2.41484 -0.22 -0.24 -0.02
O -0.92261 0.48941 -0.56488 -0.08 0.02 0.21
C -0.60182 0.77415 -1.67459 0.09 0.03 -0.16
O -1.38970 1.43002 -2.55176 0.00 0.02 -0.07
C -0.58605 1.79767 -3.68393 -0.05 0.03 0.00
C 0.53955 0.79195 -3.61639 0.14 -0.10 -0.27
O 0.59590 0.49003 -2.21713 -0.06 0.05 -0.03
H -1.16908 1.74817 -4.59907 -0.14 -0.08 0.09
H -0.23334 2.81684 -3.53967 0.01 0.07 0.00
H 0.31825 -0.12792 -4.16193 -0.04 0.00 0.04
H 1.48782 1.19668 -3.95763 0.05 0.02 0.14
O 2.06778 3.64166 -4.51422 0.04 -0.09 -0.33
C 2.13372 4.21992 -3.47646 -0.04 0.05 0.25
O 1.80114 5.51032 -3.28937 0.01 0.03 0.03
C 1.76787 5.76796 -1.87617 -0.02 0.04 0.11
C 2.67594 4.68218 -1.33280 0.02 0.06 0.10
O 2.52904 3.65059 -2.32020 0.05 -0.01 0.04
H 2.12036 6.77414 -1.67102 0.04 0.02 -0.14
H 0.73919 5.66593 -1.52849 0.00 -0.03 -0.01
H 3.72253 4.98721 -1.30116 0.00 0.01 -0.03
H 2.37794 4.31171 -0.35662 -0.05 -0.13 -0.06
O -0.16197 -1.35830 5.56269 -0.01 0.00 0.24
C 0.12182 -1.09721 4.43613 0.05 0.05 -0.15
O -0.69564 -0.47626 3.56373 0.04 0.02 -0.12
C 0.07491 -0.11966 2.39866 0.03 -0.02 -0.11
C 1.21776 -1.10825 2.45594 -0.03 0.05 -0.03
O 1.31467 -1.37159 3.86980 0.03 0.01 -0.05
H -0.51383 -0.20383 1.49233 -0.17 -0.02 0.15
H 0.41398 0.91250 2.50939 -0.01 -0.01 0.05
H 0.98932 -2.04210 1.94124 -0.01 -0.01 0.03
H 2.15253 -0.71761 2.07656 0.14 -0.04 0.10
O 4.36773 3.29078 5.81492 0.09 0.23 -0.08
C 3.90073 2.30811 6.28835 -0.06 -0.18 0.07
O 2.75578 2.27920 7.01173 -0.04 -0.08 0.06
C 2.39118 0.90465 7.22495 -0.14 -0.13 -0.04
C 3.72065 0.19624 7.07602 -0.01 -0.10 0.06
O 4.43232 1.07274 6.18947 -0.01 -0.04 0.03
H 1.93976 0.77960 8.20509 0.02 0.15 0.03
H 1.67322 0.60697 6.46050 0.01 -0.01 0.00
H 4.26950 0.13174 8.01723 0.00 0.04 -0.01
H 3.63341 -0.79456 6.64016 0.05 0.06 -0.15
O 3.83524 -1.42221 0.58262 -0.01 -0.02 0.22
C 4.10828 -1.13758 -0.53820 -0.01 0.02 -0.22
O 3.28396 -0.48724 -1.38483 0.11 0.02 0.03
C 4.02657 -0.13425 -2.55944 -0.07 0.07 -0.14
C 5.15189 -1.14724 -2.53974 0.00 -0.02 -0.11
O 5.28336 -1.42592 -1.13872 0.05 -0.01 -0.05
H 3.39824 -0.21093 -3.44193 -0.08 -0.08 0.09
H 4.38138 0.89304 -2.45251 0.01 -0.01 0.02
H 4.88900 -2.06948 -3.05939 -0.04 0.01 0.01
H 6.08871 -0.76404 -2.93435 0.06 0.00 0.13
O -5.89181 -5.70541 -3.86607 0.11 0.18 -0.14
C -6.31027 -6.42232 -3.01973 -0.07 -0.16 0.13
O -5.68635 -7.53518 -2.57238 -0.01 -0.03 0.04
C -6.36933 -8.00036 -1.40264 -0.01 -0.04 0.08
C -7.75240 -7.40615 -1.58336 -0.05 -0.07 0.05
O -7.47716 -6.23467 -2.36022 -0.04 -0.02 0.04
H -6.36251 -9.08599 -1.37213 0.06 -0.01 -0.13
H -5.85884 -7.61028 -0.52064 -0.01 0.02 -0.01
H -8.41586 -8.05692 -2.15478 0.02 -0.01 -0.02
H -8.23318 -7.13164 -0.64884 0.01 0.14 -0.03
O 2.05050 4.24241 12.77166 -0.06 -0.06 0.25
C 2.30094 4.50187 11.64410 0.05 0.03 -0.22
O 1.44803 5.10780 10.78264 0.01 0.03 -0.06
C 2.17177 5.45795 9.59743 0.01 0.05 -0.08
C 3.32608 4.47875 9.62722 0.06 -0.03 -0.10
O 3.47853 4.23279 11.03158 0.01 0.02 -0.06
H 1.53767 5.35037 8.72201 -0.10 -0.06 0.08
H 2.50077 6.49523 9.68130 0.02 -0.01 0.02
H 3.08641 3.54106 9.12670 -0.03 0.01 0.00
H 4.24587 4.88086 9.21180 0.06 0.00 0.13
O 2.82406 -1.43192 -5.71075 0.00 -0.24 0.19
C 2.88961 -0.44678 -6.36820 -0.01 0.20 -0.19
O 3.20452 0.77302 -5.87564 0.06 0.09 0.07
C 3.40055 1.67543 -6.97128 -0.01 0.17 -0.08
C 2.59883 1.00755 -8.07118 -0.01 0.08 -0.05
O 2.65689 -0.37608 -7.69510 -0.01 0.03 -0.02
H 3.04119 2.66578 -6.70585 -0.06 -0.07 0.15
H 4.46658 1.72178 -7.19932 0.00 -0.05 -0.01
H 1.55465 1.32363 -8.07694 0.00 0.00 0.03
H 3.02225 1.14430 -9.06186 0.03 -0.15 -0.01
```
Forces are in eV/Å.

* HOMO-LUMO gap: 10.14 eV
* E: -87074.330 eV
* energy relative to the best compared isomer or geometry (same formula, charge and spin): 0.121 eV
* SMILES: O=C1CC[C@@H](CCO)O1.O=C1OCCO1.O=C1OCCO1.O=C1OCCO1.O=C1OCCO1.O=C1OCCO1.O=C1OCCO1.O=C1OCCO1.O=C1OCCO1

Mulliken atomic charge list, values in e, 2 entries: -0.60 0.36

[2]
The following is a DFT calculation (ωB97M-V/def2-TZVPD) of a 8-piece molecular cluster, C33H87N11O13 overall at a distorted geometry.

XYZ file:
```
144
Properties=species:S:1:pos:R:3:forces:R:3
C 1.03283 -4.70848 -0.97410 -0.35 1.67 0.27
O 0.51675 -4.77327 0.35268 0.90 0.55 -1.02
C -0.81482 -5.15092 0.39866 -1.34 0.03 -0.21
C -1.23859 -4.85742 1.82072 -2.38 -1.01 -0.51
N -1.32452 -3.46446 2.07851 1.03 1.67 -0.33
C -1.71642 -3.04028 3.41239 -0.11 -1.62 0.33
C -0.72745 -3.49557 4.49950 -0.58 1.03 -0.48
O 0.57314 -3.17782 4.09203 -0.56 0.52 0.33
C 1.63243 -3.51899 4.93845 0.74 -1.57 1.20
H 2.03962 -4.32285 -0.93100 0.43 -0.26 0.20
H 0.51178 -3.91045 -1.56891 -0.07 -0.86 0.23
H 1.01035 -5.66949 -1.44159 -0.12 -0.62 -0.53
H -0.95687 -6.20144 0.10530 0.21 -0.18 0.42
H -1.49554 -4.62813 -0.33718 0.85 0.19 0.60
H -0.66558 -5.48412 2.47497 0.83 -0.14 0.70
H -2.28835 -5.19236 1.95021 0.33 -0.37 -0.14
H -0.44071 -2.98647 1.82418 -0.69 -0.53 0.48
H -2.66847 -3.57073 3.70754 0.53 0.78 -0.49
H -1.84952 -1.96318 3.40272 -0.11 0.03 0.09
H -0.84028 -4.53729 4.65433 0.03 -1.41 0.12
H -1.06351 -3.02194 5.42262 0.44 0.31 0.40
H 2.36499 -2.74614 4.77771 0.39 0.39 0.41
H 2.11971 -4.45875 4.56076 -0.48 0.47 0.44
H 1.43274 -3.69367 6.09371 -0.08 0.66 -2.34
C 3.90409 -4.05837 1.36004 2.54 0.38 -0.97
O 4.08566 -2.64360 1.30126 -0.71 -0.83 0.24
C 2.82134 -2.07312 1.06796 0.22 1.08 0.90
C 3.01412 -0.57841 1.28698 -0.91 -0.01 -2.30
N 3.38345 -0.27592 2.63082 0.54 0.95 -0.02
C 3.49332 1.17967 2.85959 1.24 -0.53 -0.83
C 3.88106 1.45106 4.28765 0.18 1.55 -0.92
O 4.30871 2.80806 4.39893 0.23 -0.22 0.33
C 3.37177 3.74494 3.97079 -0.41 1.60 1.13
H 4.90034 -4.36124 1.69665 -0.40 -0.66 0.39
H 3.86616 -4.39451 0.32447 -0.50 -0.41 -0.07
H 3.08261 -4.45589 1.94965 -0.13 0.36 0.22
H 2.17802 -2.49024 1.86471 -0.45 0.33 -0.54
H 2.46371 -2.25541 0.04637 -0.09 -0.22 0.38
H 2.04086 -0.11658 1.07931 -0.01 0.14 0.00
H 3.69261 -0.19734 0.41286 -0.54 -0.35 1.58
H 4.28393 -0.73323 2.77623 -0.14 0.26 0.32
H 2.58268 1.71338 2.63204 -0.77 -0.37 -0.11
H 4.23837 1.70403 2.17494 -0.36 -0.75 0.64
H 4.73224 0.87572 4.57250 0.50 -0.60 0.34
H 3.05505 1.31010 4.95207 -0.65 -0.45 0.58
H 3.32293 3.86377 2.90172 -0.04 -0.25 -0.70
H 3.72159 4.74641 4.34865 -0.41 -0.95 -0.18
H 2.32756 3.57492 4.35759 0.81 -0.05 -0.17
C -2.98420 7.09329 6.80500 -0.89 -1.80 -0.14
O -2.28836 6.13820 6.02304 -0.57 0.50 -0.42
C -2.82363 6.20443 4.69793 0.23 -2.66 0.48
C -2.08414 5.14665 3.85521 1.74 2.88 -1.58
N -2.23791 3.79613 4.22846 0.08 -1.23 -0.25
C -1.50606 2.77341 3.38668 0.46 1.68 1.83
C -2.30357 1.49430 3.42072 -0.26 -0.21 -0.46
O -1.61612 0.41975 2.79723 0.87 -0.47 -0.03
C -0.33759 0.09652 3.38630 -0.68 -0.83 0.59
H -2.57129 7.04568 7.78125 0.27 0.13 0.94
H -4.05122 6.79363 6.82179 0.28 0.26 0.28
H -2.93860 8.07627 6.41080 0.31 1.12 -0.51
H -2.58421 7.17361 4.32174 -0.25 0.82 -0.66
H -3.92401 5.95514 4.69623 0.84 0.52 0.09
H -0.97726 5.54735 3.80070 -1.35 -0.86 0.36
H -2.40670 5.34480 2.80875 -0.08 -0.53 0.43
H -2.03804 3.71808 5.21574 0.13 -0.33 0.03
H -0.43806 2.63752 3.72745 -1.05 0.23 0.00
H -1.39704 3.20503 2.39958 -0.39 -0.14 -0.39
H -3.17683 1.64986 2.77893 -0.07 -0.07 0.34
H -2.64073 1.20770 4.43838 0.31 0.28 -0.30
H 0.21556 -0.55097 2.68524 -0.41 0.13 0.31
H -0.49660 -0.46348 4.37813 0.38 0.86 -1.28
H 0.24968 1.00050 3.52998 0.13 -0.21 0.20
C -2.28977 -3.62055 -9.79225 1.13 0.94 0.65
O -2.32806 -2.83083 -8.56266 -0.06 -1.28 -0.87
C -1.24346 -1.92870 -8.39829 -0.95 0.71 -0.51
C -1.56514 -1.09102 -7.17530 0.93 -1.86 -0.07
N -1.54314 -1.99363 -6.01596 -0.02 0.81 0.09
C -1.66434 -1.20674 -4.79836 2.20 0.32 -0.54
C -1.60346 -2.14002 -3.62824 -1.29 0.26 0.39
O -2.94359 -2.76234 -3.63614 1.34 0.22 0.63
C -2.95906 -3.94346 -2.85516 -0.03 -0.63 0.32
H -3.11966 -4.31878 -9.84381 0.00 0.07 0.42
H -1.32061 -4.13639 -9.89534 -0.34 -0.19 0.36
H -2.31849 -2.97871 -10.67252 -0.30 0.36 -0.03
H -1.23949 -1.29954 -9.31113 0.57 -0.10 0.36
H -0.28539 -2.37914 -8.16209 0.24 -0.61 -0.55
H -2.54210 -0.69564 -7.33767 -0.66 1.15 0.07
H -0.72645 -0.40070 -7.01557 -0.59 0.39 -0.22
H -2.34400 -2.59312 -6.02810 -0.42 -0.58 -0.41
H -2.53270 -0.59849 -4.76417 -1.32 0.57 0.11
H -0.83379 -0.46694 -4.90943 -0.23 -0.50 0.91
H -1.32567 -1.70905 -2.65424 -0.61 0.28 -0.14
H -0.83149 -2.86094 -3.79992 0.30 -0.87 -0.35
H -3.75963 -4.62632 -3.26263 0.60 0.86 0.71
H -3.08420 -3.73096 -1.72894 0.04 -0.31 -1.57
H -1.99291 -4.47461 -3.01374 -0.52 0.12 0.35
C 1.15696 2.65022 -5.48906 1.01 1.63 1.28
O 1.58398 2.92904 -4.11504 -0.16 -0.20 -2.07
C 1.85630 1.77714 -3.36473 0.66 0.68 1.10
C 2.29691 2.37066 -1.99919 1.03 -0.87 -0.82
N 1.24639 3.21409 -1.46685 0.76 -0.22 1.77
C 1.79011 3.93832 -0.28230 -0.90 0.09 0.18
C 0.77302 3.92042 0.86672 0.80 -0.23 0.36
O -0.27449 4.83199 0.62141 -0.30 -1.24 -0.19
C 0.09392 6.18260 0.72186 -0.14 -1.04 0.86
H 1.49648 3.56162 -6.03146 -0.62 -0.76 0.06
H 0.09010 2.52982 -5.47668 -0.64 0.04 -0.29
H 1.61394 1.77556 -5.93302 0.37 -0.30 0.14
H 2.63708 1.16264 -3.84598 -0.11 0.12 0.28
H 0.95367 1.19980 -3.24410 -0.42 -0.51 0.17
H 3.22528 2.97998 -2.18297 -0.51 -0.51 -0.03
H 2.61255 1.55435 -1.26671 -0.75 0.93 -0.81
H 0.80219 3.79499 -2.15512 0.30 0.24 -0.24
H 2.10644 5.01923 -0.42946 -0.25 -1.26 -0.30
H 2.67100 3.40411 0.09271 -0.03 0.04 -0.28
H 1.34596 4.23227 1.78058 -0.54 -0.17 -0.25
H 0.35892 2.87255 1.05061 0.42 1.46 -0.43
H 0.82699 6.47680 -0.00061 0.73 0.20 -0.36
H 0.45499 6.31914 1.76067 -0.23 0.70 -0.46
H -0.81677 6.66062 0.44560 -0.59 1.02 0.39
N -3.87254 0.51036 -1.84099 -0.67 -0.09 1.32
C -3.85896 0.42787 -0.45927 0.20 -0.32 -0.01
N -4.00721 -0.78311 0.17215 0.29 0.28 0.04
O -3.64984 1.41289 0.21849 0.04 0.63 0.21
H -3.68639 -0.27356 -2.40547 0.13 -1.27 -0.46
H -3.36035 1.30812 -2.11134 0.32 1.04 -0.44
H -4.41545 -1.60941 -0.18372 -0.29 -0.51 -0.73
H -3.88378 -0.75260 1.16752 -0.20 0.21 0.17
N 1.79214 -1.95089 -3.84638 -0.98 -0.43 -0.70
C 2.96967 -2.26738 -3.27029 1.79 -0.21 -2.39
N 3.26169 -1.72148 -2.08600 -0.72 1.78 1.89
O 3.85374 -2.89847 -3.87583 -1.03 -0.09 0.37
H 1.14131 -1.31662 -3.44204 -0.26 0.34 0.61
H 1.58512 -2.26453 -4.78457 0.33 -0.14 0.31
H 4.29332 -1.69674 -2.01403 -1.21 0.34 0.64
H 2.56811 -1.00144 -1.66804 1.89 -1.53 -0.84
N -0.81156 0.79218 -0.11628 -0.78 0.46 0.56
C -0.37765 -0.37736 -0.51470 0.92 -1.79 0.57
N -0.85040 -1.46378 0.17996 0.36 0.87 -0.48
O 0.51249 -0.52415 -1.35885 0.31 -0.08 -0.79
H -1.45741 0.84541 0.65255 -0.18 0.33 0.10
H -0.57757 1.56707 -0.67988 0.34 1.14 -0.39
H -1.75094 -1.47012 0.61088 -0.24 -0.03 0.19
H -0.46184 -2.33092 -0.10240 0.12 -0.68 -0.21
```
Forces are in eV/Å.

* HOMO-LUMO gap: 9.22 eV
* E: -78635.502 eV
* energy relative to the best compared isomer or geometry (same formula, charge and spin): 1.229 eV
* SMILES: COCCNCCOC.COCCNCCOC.COCCNCCOC.COCCNCCOC.COCCNCCOC.NC(N)=O.NC(N)=O.NC(N)=O

Mulliken atomic charge list, values in e, 2 entries: -0.18 -0.21

[3]
The following is a DFT calculation (ωB97M-V/def2-TZVPD) of a 2-piece molecular cluster, C6H13N2O2 overall at a distorted geometry.

XYZ file:
```
23
Properties=species:S:1:pos:R:3:forces:R:3
C 3.02203 0.21354 -0.19182 -2.41 3.12 -1.29
C 1.01539 0.76612 0.18014 5.47 -3.65 0.17
C 0.81141 2.10445 0.04215 -1.90 2.12 -0.87
C -1.50122 -1.71229 -0.01162 -2.67 2.67 -1.45
C -2.53313 -0.68788 0.68879 0.27 -2.38 1.92
C -0.35316 -0.96066 -0.66612 0.92 -1.63 -1.43
N -0.40402 2.71473 0.11151 3.05 1.76 -1.47
N 3.24767 -1.01247 0.20148 -1.09 -4.48 2.45
O -2.49522 0.57214 0.12502 -0.40 0.97 -3.14
O 0.31239 -0.32036 0.46613 0.48 2.92 -0.05
H 3.96850 0.78258 -0.46533 -1.89 0.18 0.60
H 1.62398 2.75411 -0.35624 -0.49 -0.83 0.81
H -1.08445 -2.46462 0.53089 1.37 -1.47 2.81
H -2.10694 -2.40475 -0.61070 0.20 0.83 -1.12
H -3.56229 -1.14869 0.67867 0.94 0.54 -0.18
H -2.31101 -0.49066 1.77332 0.06 -0.54 -1.00
H -0.51398 -0.22098 -1.53606 -0.01 -1.17 1.57
H 0.42967 -1.73872 -0.95386 -1.10 1.10 -0.36
H -1.23294 2.18456 0.23196 -1.29 -0.61 0.31
H -0.38101 3.68904 -0.31506 -0.72 -1.75 1.09
H 2.64793 -1.62354 0.81541 0.38 1.50 -1.12
H 4.12902 -1.48150 0.11680 0.59 0.49 -0.21
H -2.72863 0.48587 -0.85548 0.24 0.30 1.95
```
Forces are in eV/Å.

* spin multiplicity: 3
* HOMO-LUMO gap (spin up / spin down): 6.41 / 7.28 eV
* E: -13494.315 eV
* energy relative to the best compared isomer or geometry (same formula, charge and spin): 1.492 eV
* <S²>: 2.012
* total charge: +1

natural (NBO) atomic charge list, values in e, 2 entries: -0.10 0.52